Formula: CH4N3O2
Source: OMol25
Level of theory: ωB97M-V with the def2-TZVPD basis set

Calculated values
electronic energy	-354.69611	Eh
total charge	+1
relative energy (zero: lowest compared OMol25 entry of this formula, charge and spin)	119.7	kcal/mol
spin multiplicity	1
HOMO-LUMO gap (alpha / beta)	7.9 / 7.4	eV
LUMO (alpha / beta)	-0.2441 / -0.2568	Ha

Each line ends with the Löwdin charge.
CARTESIAN COORDINATES (ANGSTROEM)
C 1.07104 0.65307 0.25410  0.007
N -0.07989 0.70252 -0.03896  -0.071
N 2.27010 0.15917 0.22256  0.237
N -1.44527 -1.16535 0.31353  0.173
O -1.05467 1.36415 -0.24199  0.030
O -2.36146 -0.28993 0.22701  0.016
H 2.88412 0.42066 0.95000  0.134
H 2.42244 -0.53476 -0.43728  0.121
H -1.11448 -1.55244 -0.51448  0.075
H -2.59193 0.24291 -0.73448  0.278